No. 1
Molecular formula: C4H2Cl4
Method: DFT, wB97M-V/def2-TZVPD

The geometry in XYZ format:
```
10
Properties=species:S:1:pos:R:3:lowdin_charge:R:1
C 2.5969 -1.1721 0.5215 -0.680
C 2.4482 0.0891 1.0083 -0.584
C 1.2624 -0.7665 0.9478 -0.051
C -0.0871 -0.6242 0.4575 -0.555
Cl 3.4424 -2.4471 -0.0594 0.788
Cl 3.0656 1.6128 1.3979 0.790
Cl 4.7291 -0.0418 -1.3485 -0.513
Cl -0.6775 -1.8499 -0.6477 0.638
H -0.1096 0.3024 -0.0037 0.077
H -0.9026 -0.7135 1.1850 0.089
```

Computed properties:
- HOMO level: -7.735 eV
- DFT total energy: -1994.201337 a.u.
- LUMO energy: -2.14 eV



No. 2
Molecular formula: C4H8BrO2S
Method: DFT, wB97M-V/def2-TZVPD

The geometry in XYZ format:
```
16
Properties=species:S:1:pos:R:3:lowdin_charge:R:1
Br 1.0619 1.7765 2.3008 -0.176
C -0.9714 0.6454 -0.5349 -0.269
C -1.2269 -0.4758 0.4135 -0.272
C -0.0702 -1.4166 0.3110 -0.206
S 1.3175 -0.4384 -0.5026 0.669
O 1.4552 -0.8976 -1.8538 -0.360
O 2.4855 -0.3805 0.4318 -0.426
C 0.4570 1.1386 -0.3446 -0.389
H -1.6677 1.4759 -0.4188 0.117
H -1.0380 0.1819 -1.5192 0.103
H -2.1221 -0.9085 -0.0333 0.103
H -1.4705 -0.1361 1.4202 0.103
H -0.1392 -2.3166 -0.3001 0.090
H 0.4183 -1.6568 1.2553 0.089
H 0.8441 1.7072 -1.1902 0.096
H 0.6664 1.7015 0.5650 -0.271
```

Computed properties:
- HOMO level: -3.485 eV
- DFT total energy: -3279.918824 a.u.
- LUMO energy: 3.51 eV
- Total charge: -1



No. 3
Molecular formula: C9H11N2S
Method: DFT, wB97M-V/def2-TZVPD

The geometry in XYZ format:
```
23
Properties=species:S:1:pos:R:3:lowdin_charge:R:1
C -2.4073 -2.5512 0.7551 -0.154
C -1.7987 -1.3289 1.0953 -0.111
C -1.9126 -2.9679 -0.4381 -0.393
C -0.9452 -0.7873 0.1304 -0.506
C 2.2007 0.5282 0.4518 -0.025
C 0.8373 1.9360 1.5442 -0.031
C -0.1364 0.4158 0.0250 -0.322
C 1.1964 0.2906 -0.5928 -0.337
C 1.4691 1.3298 -1.7695 -0.036
N 2.0830 1.5186 1.2473 0.140
N -0.2596 1.3972 1.0395 0.148
S -0.9601 -1.8204 -1.2547 1.082
H -3.0724 -3.1397 1.3415 0.111
H -1.6496 -1.0412 2.1534 0.127
H -2.3425 -3.8572 -0.9705 0.106
H 3.1983 0.2547 0.1751 0.141
H 0.8291 2.7711 2.2263 0.156
H -0.9426 1.2769 -1.1855 0.267
H 1.1606 -0.7861 -1.0654 0.132
H 2.6226 1.4655 -1.9274 0.123
H 0.9414 2.3151 -1.5432 0.096
H 1.0461 1.0040 -2.7642 0.100
H -1.1575 1.7763 1.3262 0.187
```

Computed properties:
- HOMO level (alpha / beta): -12.278 / -12.277 eV
- DFT total energy: -856.845103 a.u.
- LUMO energy (alpha / beta): -5.73 / -5.73 eV
- Total charge: +1



No. 4
Molecular formula: C4H6NO2
Method: DFT, wB97M-V/def2-TZVPD

The geometry in XYZ format:
```
13
Properties=species:S:1:pos:R:3:lowdin_charge:R:1
C -0.8066 0.0244 -0.0475 0.007
C 0.3939 0.5584 0.0710 -0.306
C -0.9543 2.2130 0.1892 -0.226
C 1.7352 -0.1008 -0.0172 0.011
N -1.1645 -1.4500 -0.1227 0.165
O -1.8465 2.9515 0.1509 0.326
O 0.2369 1.9448 0.0176 0.194
H 2.1652 -0.2923 0.9692 0.106
H 2.5108 0.5918 -0.4064 0.111
H 1.5928 -0.8092 -0.7826 0.074
H -0.4145 -2.2035 -0.1993 0.186
H -1.9089 -1.7858 -0.7052 0.146
H -1.5396 -1.6424 0.8831 0.208
```

Computed properties:
- HOMO level: -14.006 eV
- DFT total energy: -360.833802 a.u.
- LUMO energy: -4.25 eV
- Total charge: +1